This record from the OMol25 dataset describes C4H6O in the gas phase. The level of theory is the ωB97M-V functional and the def2-TZVPD basis.

Geometry (Å):
H: -0.2100 1.8129 1.0844
C: -0.4798 0.3132 -0.1422
C: 2.1279 0.5557 -0.7016
H: 3.1676 0.6348 -0.9350
H: -1.9297 -1.2319 0.2528
H: -0.4533 -1.3227 1.2329
C: 0.9577 0.4442 -0.4383
O: -0.8875 1.1447 0.9364
H: -0.4203 -1.8411 -0.4733
H: -1.0302 0.6103 -1.0478
C: -0.8425 -1.1202 0.2317

The calculation puts the HOMO energy at -10.2 eV. As for the gap between HOMO and LUMO: 11.10 eV. The structure (SMILES) is C#C[C@@H](C)O.

***

This record from the OMol25 dataset describes 2 unconnected molecules or ions with the total composition Br2ClP. The level of theory is the ωB97M-V functional and the def2-TZVPD basis.

Geometry (Å):
Cl: 0.2528 0.7759 -0.5716
Br: 3.5416 -0.3723 -0.0240
Br: -2.5937 -0.9237 -0.1269
P: -1.2008 0.5202 0.7225

The calculation puts the HOMO energy (spin up / spin down) at -10.7 / -8.4 eV. As for the gap between HOMO and LUMO (spin up / spin down): 9.16 / 4.84 eV.

***

This record from the OMol25 dataset describes a molecular structure, C20H26N2O7P2PbS2. The level of theory is the ωB97M-V functional and the def2-TZVPD basis.

Geometry (Å):
H: 2.7735 -2.1086 2.7614
P: 2.7780 0.2262 2.2510
C: -5.1174 -0.3659 1.8871
C: -1.7766 -0.5298 -2.6483
C: 3.5756 0.3306 3.8534
O: -1.8878 1.2038 3.1547
H: 2.1343 -0.2592 -2.8195
N: -0.6817 -0.6097 -1.9013
H: 3.4489 -0.6844 -0.7168
P: 2.7155 1.4945 -1.2459
C: -1.0796 -2.5810 -2.9851
C: -1.4019 2.7117 -2.3765
S: -2.3044 -0.2915 2.3811
C: -3.9373 1.7372 1.6990
S: -2.4702 2.5664 2.2211
Pb: 0.1987 1.1646 -0.0223
C: 3.5959 3.0721 -1.4092
H: -7.1945 -0.2759 1.5554
H: -2.9009 -1.9342 -3.8382
H: 1.6286 -1.9789 -1.0558
H: 0.5133 -5.6200 -3.1497
O: 1.6281 1.2216 1.9786
H: -5.1881 3.4485 1.6464
C: 3.8308 0.3367 -0.4587
C: -3.9160 0.3375 1.8211
O: -2.3214 -1.2486 3.4622
H: 1.9392 -4.5121 -1.4678
H: 4.8909 -0.1102 1.3726
O: -1.3774 -0.4331 1.2649
H: 4.2941 3.3275 -0.5913
H: 2.0851 -1.8822 1.1163
H: 4.2319 1.1668 3.8868
H: 1.1602 -1.3580 2.5885
C: -5.1501 2.3880 1.5929
H: -2.3063 0.3802 -2.7249
N: -2.0505 -1.6632 -3.3072
H: -5.0383 -1.4113 2.0951
C: -0.1475 -1.8881 -2.1660
H: -7.2259 2.1887 1.3152
O: -1.6128 2.8109 1.0705
C: 2.1542 -1.4413 2.1390
C: 0.2834 -4.5835 -2.8850
H: 4.5435 1.6120 1.1935
C: 4.1139 0.5993 1.0743
O: -2.3922 2.6419 -2.9362
H: -1.4795 -4.3843 -4.0957
H: 1.6952 1.3554 -3.3454
C: 0.9495 -2.5670 -1.6609
C: -6.3005 0.3208 1.7019
C: -0.8011 -3.8863 -3.3899
H: 4.7924 0.3040 -1.0543
H: 3.4459 0.7380 -3.5024
C: 2.5008 0.7648 -2.8909
O: -2.6857 3.6280 3.1866
H: 4.1690 -0.6219 4.0375
H: 2.8275 0.5009 4.6052
C: -6.3084 1.6568 1.5195
C: 1.1436 -3.9132 -1.9831
H: 4.2025 3.0770 -2.2872
H: 2.8102 3.8308 -1.5170

The calculation puts the HOMO energy at -14.0 eV. As for the gap between HOMO and LUMO: 7.89 eV. The net charge is +2.

***

This record from the OMol25 dataset describes C4H4BrN3 in the gas phase. The level of theory is the ωB97M-V functional and the def2-TZVPD basis.

Geometry (Å):
H: 0.0186 1.5835 0.6334
H: 2.1198 0.4969 -1.0373
C: 0.1263 0.9921 -0.3305
C: -0.9241 -0.5411 -0.0112
C: -1.5956 -0.4797 1.2539
N: 1.2017 -1.2129 -0.2000
H: -0.2204 1.4699 -1.3359
N: 0.0391 -1.5774 -0.1331
Br: -2.2021 -0.8445 -1.4076
H: 2.0179 0.3514 0.5247
N: -2.0207 -0.4571 2.3168
C: 1.4395 0.2188 -0.2732

The calculation puts the HOMO energy at -10.1 eV. As for the gap between HOMO and LUMO: 9.91 eV. The structure (SMILES) is N#C[C@@]1(Br)CCN=N1.

***

This record from the OMol25 dataset describes 11 unconnected molecules or ions with the total composition C34H97N11O13. The level of theory is the ωB97M-V functional and the def2-TZVPD basis.

Geometry (Å):
H: 32.2221 -13.4002 4.5816
C: 33.6648 -19.4445 11.8629
C: 28.1393 -12.0995 14.0422
H: 26.8413 -15.8388 5.9014
H: 23.6207 -17.3464 11.1229
H: 33.2314 -14.7531 6.3583
C: 25.2504 -18.3120 10.8336
H: 27.1517 -11.9607 14.4838
N: 25.9948 -15.2484 9.0238
H: 35.5553 -11.6878 8.5670
C: 29.3646 -16.3342 12.6613
O: 35.2792 -16.2882 7.8702
C: 31.8285 -20.9048 7.3117
H: 39.5897 -22.0506 8.9895
H: 33.1521 -22.3860 6.5170
H: 38.6394 -19.1734 8.4025
C: 29.1169 -15.0458 13.5049
H: 28.9731 -20.1254 11.3943
H: 30.3277 -12.2490 5.2540
H: 34.6795 -10.4355 11.2741
O: 30.8409 -17.4869 10.1417
H: 37.7954 -14.6302 7.0529
H: 27.2495 -14.4661 6.9860
H: 23.6659 -17.5646 9.5792
H: 32.9610 -12.2545 10.6705
H: 27.6728 -17.9898 6.4664
H: 28.7843 -12.6101 14.7581
N: 31.1709 -12.1779 5.8105
H: 30.3527 -16.4913 12.2277
H: 29.0663 -17.9711 7.6310
H: 28.5684 -11.1343 13.7766
H: 24.2650 -15.4576 6.1417
H: 32.2348 -20.1062 6.6883
H: 36.0347 -19.1277 9.2042
C: 30.4855 -21.3860 6.6203
H: 35.2489 -18.8818 14.6798
H: 25.7430 -19.2007 9.0664
H: 33.6001 -20.5137 12.0669
H: 28.4286 -16.0179 15.1187
H: 29.8819 -14.3167 13.2380
H: 27.8637 -21.1051 5.7915
H: 36.5177 -19.9254 10.5801
H: 29.8281 -22.0811 7.1440
C: 25.7388 -15.8115 7.7311
H: 30.0236 -16.1016 15.0717
H: 28.3272 -19.5075 5.0615
C: 29.8743 -14.7341 3.4771
H: 30.5381 -14.0987 2.8881
H: 28.7176 -18.4981 10.8563
C: 38.6866 -20.0932 8.9895
C: 28.1925 -19.3922 11.1947
H: 30.5027 -15.6114 3.6436
C: 27.6796 -14.3398 13.2416
H: 25.1631 -20.1812 11.8597
C: 34.9336 -12.6892 10.1333
H: 29.1550 -17.2673 6.0577
C: 28.4813 -17.4048 6.9062
H: 27.6201 -19.1333 12.0878
C: 36.3374 -20.1274 9.5236
O: 34.8104 -18.9556 12.6293
C: 24.4996 -15.2817 7.1920
H: 27.0313 -14.3645 14.1185
C: 24.4411 -19.4602 11.4738
H: 26.8845 -17.9057 9.5748
H: 24.4683 -14.1933 7.2618
C: 34.4420 -18.6314 13.9910
O: 30.5782 -12.8733 8.8683
N: 31.6838 -20.2938 8.6513
H: 32.6153 -19.9579 8.8503
H: 30.7651 -15.3840 9.8756
C: 30.6524 -14.4674 5.7428
H: 29.1725 -17.2481 13.2235
H: 31.9967 -17.0414 13.8734
H: 25.7098 -17.8100 11.6868
O: 27.1449 -19.8429 10.3842
C: 33.9954 -17.1549 14.0111
H: 35.5390 -20.8172 9.2531
H: 35.9040 -16.1469 14.0532
C: 32.9421 -13.7068 6.4680
H: 33.4747 -11.6472 9.0917
H: 28.7456 -12.4568 11.4410
H: 30.4044 -14.4946 6.8046
H: 29.0902 -15.0514 2.7899
H: 36.3019 -17.4105 5.9938
C: 27.0105 -15.5275 6.9328
C: 36.2240 -15.8498 7.2208
C: 32.5595 -16.2061 9.1407
N: 39.3880 -21.4499 6.9787
H: 33.8968 -17.3628 8.4272
O: 27.9411 -12.9770 12.9169
H: 39.0599 -19.8417 9.9838
H: 23.8243 -20.0196 10.7690
H: 30.7537 -12.2505 6.7305
H: 33.8462 -13.2030 6.1234
C: 35.0185 -16.2559 14.6800
H: 30.3045 -11.7749 11.0310
H: 37.4170 -16.0870 5.6589
H: 27.6163 -13.5841 9.7035
H: 41.5242 -20.4127 9.3758
H: 27.1427 -14.7424 12.3831
H: 34.6536 -15.2281 14.7151
H: 33.7473 -21.6043 7.9285
H: 25.6460 -16.8982 7.8017
H: 23.7847 -19.1882 12.3006
H: 38.3774 -21.4760 6.9329
H: 30.9881 -19.5616 8.6304
H: 30.8914 -21.9167 5.7571
H: 35.2756 -16.5291 15.7034
C: 26.3682 -18.8186 9.8751
H: 32.7804 -15.4559 8.3820
O: 28.1484 -16.2023 7.5640
H: 31.1352 -15.4452 5.6766
H: 33.0028 -15.8360 10.0663
N: 29.2510 -15.4753 14.8921
N: 36.6413 -16.4777 6.1713
H: 36.5489 -13.9334 8.0092
C: 33.7490 -11.7125 10.1454
O: 37.4512 -20.7016 8.8099
H: 28.7197 -16.3266 11.7812
H: 25.2088 -15.7073 9.4713
H: 41.8749 -21.2981 7.8667
O: 29.7024 -20.2041 6.2936
O: 29.5258 -14.2700 4.7644
H: 32.7594 -18.9663 12.2377
H: 33.6193 -19.2041 14.4235
N: 29.4938 -12.3158 10.7726
C: 39.7196 -21.1394 8.4055
H: 30.5599 -16.4689 8.3902
N: 32.7073 -16.8120 14.5543
N: 24.2733 -17.3209 10.3508
H: 32.7785 -15.8199 14.7288
H: 34.0030 -16.8567 12.9610
N: 36.9008 -14.7352 7.5066
C: 31.7469 -13.4435 5.5631
O: 34.0217 -10.4043 10.5746
H: 31.4731 -17.9915 9.6192
H: 32.7955 -13.3878 7.5000
C: 28.6568 -20.5082 5.3398
N: 28.4469 -13.5455 9.1313
C: 31.0235 -16.3111 9.3644
H: 34.5829 -13.6809 9.8412
H: 35.4171 -12.8340 11.1006
H: 28.9827 -21.0172 4.4318
H: 28.3315 -13.9034 8.1972
H: 33.8121 -19.2423 10.8029
H: 39.5997 -20.5917 6.4858
H: 26.8401 -15.7480 9.2695
O: 33.0277 -17.5569 8.7943
H: 41.2130 -19.7053 7.8143
C: 29.5231 -12.8702 9.5497
C: 41.1663 -20.6422 8.3716
H: 23.6798 -15.6412 7.8151
O: 35.8850 -12.3521 9.1773
H: 32.4240 -22.8635 8.0011
C: 32.8319 -21.9949 7.4843

The calculation puts the HOMO energy at -8.7 eV. As for the gap between HOMO and LUMO: 9.00 eV. The structure (SMILES) is COC[C@H](C)N.COC[C@H](C)N.COC[C@H](C)N.COC[C@H](C)N.COC[C@H](C)N.COC[C@H](C)N.COC[C@H](C)N.NC(N)=O.NC(N)=O.OCCO.OCCO.

***

This record from the OMol25 dataset describes 2 unconnected molecules or ions with the total composition C4H13N3O. The level of theory is the ωB97M-V functional and the def2-TZVPD basis.

Geometry (Å):
H: -0.1591 -1.6714 -1.0377
O: 1.5534 -2.6609 -0.3971
H: -1.6165 1.8741 1.8918
H: -3.4079 1.2620 0.4065
H: 2.3910 -0.1194 -0.4093
H: 0.6920 2.1767 2.1992
H: 2.1068 -0.8930 -1.9576
H: 0.9935 0.7948 1.0399
C: 1.6069 -0.4158 -1.1131
N: -0.9912 1.2726 1.3937
H: -0.8498 -0.1726 -0.0777
C: 0.8311 -1.5656 -0.4313
N: -2.7245 0.6415 0.0080
H: 1.2872 1.4256 -2.0464
H: -3.0008 0.1243 -0.7986
N: 0.7552 0.7296 -1.5420
C: 0.4031 1.1905 1.8584
H: 0.4546 0.4790 2.6824
H: 0.4430 -1.2401 0.5887
C: -1.4830 0.5319 0.4468
H: 0.1626 0.2998 -2.2531

The calculation puts the HOMO energy at -5.8 eV. As for the gap between HOMO and LUMO: 5.53 eV.

***

E_tot: -6290.589 -161895.250 -83956.385 -78722.255 -79833.578 -10873.130 (eV)
Energy above the lowest of the compared OMol25 structures with the same formula, charge and spin: 30.64 59.88 0.00 22.96 209.60 104.87 (kcal/mol)